[1]
The following is a quantum chemistry calculation of one molecule with the formula C4H7ClS in a non-equilibrium geometry, from OMol25.

Output
Structure (SMILES): CC(=S)CCCl
E_tot (Ha): -1014.95590
Energy relative to the best compared isomer or geometry (same formula, charge and spin) (eV): 0.353
Gap between HOMO and LUMO (eV): 8.50

Last column: natural (NBO) charge in e.
Cartesian coordinates (Å):
C: -1.036 0.647 -1.034  -0.728
C: -0.970 -0.454 -0.078  -0.033
C: 0.099 -0.197 1.026  -0.506
C: 1.516 -0.036 0.386  -0.361
H: -2.030 0.554 -1.510  0.244
H: -1.067 1.579 -0.492  0.226
H: -0.259 0.644 -1.842  0.254
H: 0.101 -1.124 1.654  0.239
H: -0.140 0.735 1.602  0.228
H: 1.432 0.829 -0.391  0.214
H: 2.176 0.222 1.234  0.228
S: -1.810 -1.849 -0.021  0.067
Cl: 1.988 -1.551 -0.534  -0.072

---

[2]
The following is a quantum chemistry calculation of C28H64AsF9N8O10PbSTl as an isolated structure in a non-equilibrium geometry, from OMol25.

Output
Spin multiplicity: 2
E_tot (Ha): -6193.52218
<S²>: 0.754
Total charge: +2
Gap between HOMO and LUMO (alpha / beta) (eV): 8.07 / 3.22

Last column: Mulliken spin population.
Cartesian coordinates (Å):
Pb: -0.578 -2.517 -4.338  0.000
Tl: 3.890 -2.019 1.029  0.000
As: 3.233 -3.816 -3.384  0.000
F: 3.130 -4.569 -5.016  0.000
F: 3.581 -2.182 -4.128  0.000
F: 3.310 -2.985 -1.753  0.000
F: 2.740 -5.318 -2.561  0.000
F: 4.986 -4.301 -3.197  0.000
F: 1.481 -3.438 -3.393  0.000
C: 0.340 1.202 -1.077  0.000
F: 0.431 1.708 0.172  0.002
F: -0.784 1.704 -1.608  -0.001
F: 1.377 1.616 -1.813  0.000
S: 0.254 -0.716 -0.974  0.000
O: -0.968 -0.984 -0.250  0.000
O: 0.154 -1.257 -2.336  0.000
O: 1.516 -1.143 -0.307  0.000
C: -1.344 7.772 4.015  0.042
C: -1.665 6.963 2.714  0.010
N: -0.531 6.290 2.042  0.733
C: -0.782 5.952 0.628  -0.014
C: -1.828 4.812 0.409  0.090
C: -0.040 5.209 2.840  0.049
C: 1.201 4.541 2.301  0.023
H: -0.949 8.706 3.615  -0.002
H: -0.591 7.374 4.695  -0.001
H: -2.329 7.848 4.475  -0.004
H: -2.482 6.288 2.969  0.036
H: -2.004 7.677 1.963  0.001
H: -1.029 6.888 0.127  0.003
H: 0.147 5.560 0.212  0.006
H: -1.641 3.972 1.078  -0.004
H: -2.835 5.154 0.652  0.000
H: -1.837 4.326 -0.566  -0.002
H: -0.842 4.512 3.081  0.025
H: 0.326 5.618 3.781  0.020
H: 1.739 4.014 3.089  -0.001
H: 1.833 5.366 1.972  -0.008
H: 0.955 3.975 1.402  -0.005
C: -3.403 -5.682 -3.905  0.000
C: -2.951 -4.743 -2.813  0.000
O: -1.869 -4.139 -2.879  0.000
N: -3.765 -4.616 -1.754  0.000
C: -3.552 -3.670 -0.645  0.000
H: -4.166 -5.221 -4.533  0.000
H: -3.809 -6.510 -3.323  0.000
H: -2.580 -6.097 -4.487  0.000
H: -4.659 -5.055 -1.924  0.000
H: -3.808 -4.204 0.270  0.000
H: -4.228 -2.816 -0.681  0.000
H: -2.511 -3.360 -0.557  0.000
C: 2.094 1.064 -4.731  0.000
C: 0.559 1.024 -4.820  0.000
O: -0.005 -0.064 -4.964  0.000
N: -0.136 2.188 -4.911  0.000
C: -1.602 2.260 -5.067  0.000
H: 2.534 0.295 -4.095  0.000
H: 2.446 2.041 -4.400  0.000
H: 2.520 0.823 -5.705  0.000
H: 0.350 3.059 -4.756  0.000
H: -1.817 3.273 -4.726  0.000
H: -2.221 1.616 -4.443  0.000
H: -1.918 2.130 -6.102  0.000
C: 4.484 2.285 -1.713  0.000
C: 4.337 2.051 -0.197  0.000
O: 4.098 0.889 0.226  0.000
N: 4.579 3.023 0.641  0.000
C: 5.029 4.338 0.293  0.000
H: 3.963 1.484 -2.236  0.000
H: 5.508 2.178 -2.073  0.000
H: 4.056 3.254 -1.969  0.000
H: 4.364 2.832 1.610  0.000
H: 5.629 4.416 -0.614  0.000
H: 5.768 4.601 1.050  0.000
H: 4.288 5.136 0.343  0.000
C: -0.599 -2.343 3.320  0.000
C: 0.662 -3.169 3.435  0.000
O: 1.649 -2.763 2.871  0.000
N: 0.668 -4.299 4.169  0.000
C: -0.421 -4.855 4.907  0.000
H: -0.867 -1.974 4.310  0.000
H: -1.436 -2.903 2.904  0.000
H: -0.484 -1.540 2.593  0.000
H: 1.552 -4.785 4.119  0.000
H: -0.621 -4.151 5.715  0.000
H: -0.110 -5.849 5.231  0.000
H: -1.355 -4.944 4.353  0.000
C: -0.039 -4.878 -0.477  0.000
C: 1.137 -5.257 0.408  0.000
O: 2.127 -4.472 0.524  0.000
N: 1.118 -6.397 1.107  0.000
C: 2.084 -6.990 2.064  0.000
H: -0.361 -3.838 -0.430  0.000
H: -0.876 -5.555 -0.309  0.000
H: 0.229 -5.049 -1.520  0.000
H: 0.258 -6.926 1.087  0.000
H: 2.238 -6.309 2.901  0.000
H: 3.040 -6.983 1.539  0.000
H: 1.817 -7.989 2.407  0.000
C: 1.651 0.290 4.885  0.000
C: 1.485 0.536 3.388  0.000
O: 2.246 0.065 2.572  0.000
N: 0.435 1.221 2.937  -0.002
C: -0.703 1.726 3.698  0.004
H: 0.733 -0.053 5.362  0.000
H: 1.961 1.240 5.320  0.000
H: 2.379 -0.501 5.059  0.000
H: 0.446 1.386 1.940  -0.001
H: -1.166 1.074 4.439  0.001
H: -1.514 2.169 3.120  0.001
H: -0.369 2.592 4.269  -0.002
C: -4.506 0.032 -3.615  0.000
C: -3.385 -0.563 -2.695  0.000
O: -2.507 -1.241 -3.205  0.000
N: -3.356 -0.186 -1.417  0.000
C: -4.189 0.875 -0.796  -0.001
H: -5.459 -0.238 -3.159  0.000
H: -4.532 -0.322 -4.646  0.000
H: -4.565 1.120 -3.623  0.000
H: -2.515 -0.509 -0.961  0.000
H: -3.481 1.694 -0.670  0.001
H: -4.744 0.704 0.126  0.000
H: -4.923 1.221 -1.525  0.000

---

[3]
The following is a quantum chemistry calculation of C26H26AsN6O8S2Ti as an isolated structure, from OMol25.

Output
Spin multiplicity: 2
E_tot (Ha): -5818.62665
<S²>: 0.752
Energy relative to the best compared isomer or geometry (same formula, charge and spin) (eV): 0.008
Gap between HOMO and LUMO (alpha / beta) (eV): 7.67 / 7.76

Last column: Mulliken spin population.
Cartesian coordinates (Å):
Ti: 0.079 0.724 0.312  0.977
O: 1.057 2.059 3.655  0.000
As: 0.894 0.318 3.502  0.004
O: 0.308 -0.340 4.857  -0.001
O: -0.011 0.089 2.083  -0.037
C: 2.695 -0.314 3.174  0.000
C: 3.248 -0.999 4.248  0.000
C: 4.550 -1.475 4.180  0.000
C: 5.310 -1.266 3.042  0.000
C: 4.773 -0.587 1.959  0.001
C: 3.467 -0.118 2.025  0.001
S: 2.842 0.633 0.549  0.001
O: 1.932 -0.368 -0.075  0.012
O: 3.961 1.016 -0.250  0.001
O: 1.927 1.751 0.942  0.003
H: 1.506 2.389 2.862  0.002
H: 2.635 -1.147 5.129  0.000
H: 4.971 -2.008 5.023  0.000
H: 6.328 -1.631 2.993  0.000
H: 5.352 -0.411 1.064  0.000
O: -2.930 -2.215 -1.074  0.003
S: -1.660 -1.721 -0.619  -0.003
O: -0.535 -1.808 -1.526  0.007
N: -1.718 -0.162 -0.166  0.011
C: -2.869 0.441 0.370  -0.003
C: -4.146 -0.062 0.459  -0.005
C: -5.191 0.719 0.999  0.000
C: -4.995 1.995 1.438  -0.001
C: -3.698 2.552 1.363  0.005
C: -3.377 3.861 1.783  0.002
C: -2.096 4.324 1.681  0.000
C: -1.110 3.471 1.165  0.007
N: -1.376 2.248 0.767  -0.021
C: -2.650 1.768 0.852  0.026
C: -1.197 -2.566 0.858  -0.007
C: -2.136 -2.720 1.871  0.005
C: -1.725 -3.211 3.099  0.000
C: -0.395 -3.556 3.301  0.000
C: 0.525 -3.433 2.270  -0.002
C: 0.129 -2.928 1.041  0.018
H: -4.363 -1.050 0.086  0.001
H: -6.180 0.282 1.050  0.000
H: -5.807 2.586 1.840  0.000
H: -4.161 4.492 2.185  0.000
H: -1.828 5.322 1.998  0.000
H: -0.079 3.794 1.078  -0.002
H: -3.168 -2.446 1.701  0.000
H: -2.441 -3.313 3.903  0.000
H: -0.075 -3.914 4.271  0.000
H: 1.559 -3.713 2.428  0.000
H: 0.840 -2.792 0.238  -0.005
C: 0.394 1.183 -6.527  0.000
C: 0.654 -0.209 -5.959  0.000
C: 2.117 -0.380 -5.558  0.000
C: -0.289 -0.533 -4.803  0.000
N: -0.146 0.383 -3.676  0.000
C: 0.665 0.304 -2.633  -0.004
N: 0.385 1.303 -1.820  0.005
N: -0.648 1.982 -2.398  0.002
N: -0.967 1.436 -3.497  0.001
H: 1.026 1.362 -7.397  0.000
H: 0.618 1.956 -5.789  0.000
H: -0.647 1.304 -6.830  0.000
H: 0.419 -0.949 -6.731  0.000
H: 2.412 0.365 -4.815  0.000
H: 2.767 -0.244 -6.422  0.000
H: 2.307 -1.372 -5.145  0.000
H: -0.111 -1.534 -4.409  0.000
H: -1.330 -0.464 -5.112  0.000
H: 1.406 -0.455 -2.463  -0.003

---

Question: Among the records above, which one has the highest E_tot?
Answer: C4H7ClS

---

Question: Among the records above, which one has the highest E_tot?
Answer: C4H7ClS

---

Question: Number 1 is which compound?
Answer: C4H7ClS

---

Question: Number 1 is which compound?
Answer: C4H7ClS